Model one:
Computed, not measured: a cluster of 19 separate species, C2H41O19 in total, with the ωB97M-V functional and the def2-TZVPD basis.

ORCA input file:
```
! wB97M-V def2-TZVPD RIJCOSX def2/J DEFGRID3
* xyz -1 1
C 12.452 19.268 12.542
C 12.116 20.740 12.296
O 13.020 21.450 13.081
H 13.494 18.954 12.212
H 11.746 18.536 12.181
H 12.521 18.890 13.572
H 11.104 20.930 12.641
H 12.050 20.999 11.246
O 8.715 20.344 12.363
H 8.129 19.753 12.786
H 8.282 20.782 11.614
O 9.068 16.769 12.465
H 9.352 17.373 11.830
H 8.438 17.307 12.955
O 14.944 20.856 11.389
H 14.168 21.051 11.941
H 15.602 20.625 12.032
O 11.980 16.324 10.378
H 12.309 15.477 10.663
H 12.769 16.875 10.308
O 12.102 15.966 13.278
H 11.766 16.433 12.516
H 12.487 16.605 13.875
O 12.024 24.092 13.758
H 12.456 23.257 13.487
H 12.450 24.266 14.618
O 9.934 21.467 9.568
H 10.666 20.846 9.447
H 10.186 22.078 10.286
O 13.836 18.256 9.896
H 13.076 18.799 9.558
H 14.207 18.760 10.628
O 9.679 18.277 10.354
H 10.412 18.907 10.474
H 10.160 17.624 9.850
O 14.347 22.755 14.821
H 15.200 22.314 14.979
H 13.958 22.254 14.131
O 13.321 19.345 16.438
H 12.716 19.947 16.053
H 13.996 19.379 15.780
O 11.601 21.459 15.419
H 11.975 21.376 14.565
H 11.016 20.729 15.529
O 11.853 19.396 8.752
H 12.603 19.886 8.471
H 11.927 18.573 8.300
O 15.137 17.229 13.252
H 15.098 18.190 13.308
H 15.951 17.072 13.674
O 10.094 19.187 14.621
H 9.789 19.548 13.775
H 10.075 18.245 14.493
O 9.577 22.749 13.750
H 10.423 23.150 13.652
H 9.581 21.980 13.140
O 14.959 20.024 14.538
H 15.798 20.166 14.142
H 14.277 20.381 13.978
O 12.903 23.498 11.016
H 12.929 22.649 11.481
H 12.876 23.243 10.110
*
```

natural (NBO) population analysis, charges in e, atoms 1 to 8: -0.66 -0.09 -1.02 0.18 0.20 0.23 0.17 0.12

Model two:
Computed, not measured: a cluster of 19 separate species, C2H41O19 in total, with the ωB97M-V functional and the def2-TZVPD basis.

ORCA input file:
```
! wB97M-V def2-TZVPD RIJCOSX def2/J DEFGRID3
* xyz -1 1
C -0.446 -0.013 -0.089
C 0.661 0.934 -0.270
O 1.763 0.438 0.476
H -0.467 -0.365 0.955
H -0.258 -0.904 -0.681
H -1.461 0.424 -0.306
H 0.474 1.933 -0.098
H 0.937 0.842 -1.326
O -2.645 -3.383 -0.424
H -2.237 -4.238 -0.229
H -2.046 -3.019 -1.109
O -1.452 2.507 -2.142
H -2.112 2.017 -2.690
H -0.656 2.488 -2.698
O -3.692 -0.652 1.005
H -3.049 -1.360 1.083
H -3.547 -0.132 1.771
O 1.703 -1.656 1.904
H 1.478 -0.994 1.252
H 1.111 -2.429 1.828
O 1.693 -2.404 -1.478
H 1.674 -3.031 -0.717
H 1.550 -1.628 -0.970
O -1.091 -0.311 3.876
H -1.406 -0.923 4.603
H -1.918 0.120 3.663
O 0.578 1.529 2.974
H 0.915 1.276 2.119
H 0.004 0.799 3.186
O 4.314 -1.100 1.604
H 3.447 -1.479 1.677
H 4.275 -0.226 1.878
O -1.261 4.119 -0.076
H -1.381 3.430 -0.698
H -1.406 3.628 0.727
O 1.665 3.948 0.610
H 0.767 3.679 0.383
H 2.263 3.576 -0.077
O 3.727 0.062 -1.178
H 3.399 0.227 -2.040
H 2.961 0.127 -0.621
O -4.229 1.701 -0.316
H -3.465 2.218 -0.524
H -3.958 0.850 0.005
O -3.979 -1.053 -1.774
H -3.615 -1.201 -0.942
H -4.093 -0.112 -1.812
O -0.781 -3.267 -2.442
H -0.959 -4.184 -2.738
H 0.084 -3.119 -2.056
O -1.017 -0.542 -2.999
H -1.122 -1.495 -3.035
H -1.137 -0.198 -2.123
O 0.044 -3.427 0.820
H -0.867 -3.223 1.039
H -0.007 -4.216 0.315
O 3.196 2.931 -1.042
H 2.786 2.103 -0.966
H 3.107 3.255 -1.931
O 3.640 1.692 1.960
H 3.089 1.322 1.271
H 4.457 2.113 1.634
*
```

natural (NBO) population analysis, charges in e, atoms 1 to 8: -0.65 -0.09 -1.00 0.21 0.19 0.18 0.16 0.12

The most stable of them is model one.

Model one:
Computed, not measured: a cluster of 2 separate species, C3H4INO in total, with the ωB97M-V functional and the def2-TZVPD basis.

ORCA input file:
```
! wB97M-V def2-TZVPD RIJCOSX def2/J DEFGRID3
* xyz 0 1
C -0.446 1.376 -0.336
C -0.668 -0.716 0.302
C 0.772 -0.389 -0.146
N 0.706 0.922 -0.621
O -1.359 0.539 0.053
I 2.188 -0.516 1.514
H -0.831 2.389 -0.602
H -1.207 -1.481 -0.269
H -0.702 -0.947 1.336
H 1.549 -1.176 -1.232
*
```

natural (NBO) population analysis, charges in e, atoms 1 to 8: 0.41 -0.17 -0.16 -0.56 -0.46 0.07 0.20 0.22

Model two:
Computed, not measured: a cluster of 2 separate species, C3H4INO in total, with the ωB97M-V functional and the def2-TZVPD basis.

ORCA input file:
```
! wB97M-V def2-TZVPD RIJCOSX def2/J DEFGRID3
* xyz 0 1
C 1.219 0.733 -0.856
C -0.695 -0.092 -0.141
C 0.025 0.765 0.913
N 1.206 1.199 0.325
O 0.196 -0.025 -1.255
I -1.091 2.281 1.880
H 1.995 0.917 -1.578
H -0.802 -1.138 0.155
H -1.675 0.292 -0.437
H 0.356 -0.396 2.165
*
```

natural (NBO) population analysis, charges in e, atoms 1 to 8: 0.42 -0.17 -0.13 -0.55 -0.46 0.16 0.20 0.21

The most stable of them is model one.

Model one:
Computed, not measured: a cluster of 2 separate species, C3H4INO in total, with the ωB97M-V functional and the def2-TZVPD basis.

Properties
**SMILES**: [H]/N=C\I.C=C=O

ORCA input file:
```
! wB97M-V def2-TZVPD RIJCOSX def2/J DEFGRID3
* xyz 0 1
H -0.250 -1.490 -0.143
N 0.258 -1.038 -0.887
C 1.376 -0.550 -1.011
I 2.901 -0.661 0.469
H 1.567 0.064 -1.850
C -0.838 0.666 1.163
C -1.554 1.001 0.116
O -2.342 1.168 -0.737
H -1.382 0.089 1.906
H 0.264 0.751 0.974
*
```

natural (NBO) population analysis, charges in e, atoms 1 to 8: 0.40 -0.61 0.02 0.01 0.19 -0.82 0.73 -0.46

Model two:
Computed, not measured: a cluster of 2 separate species, C3H4INO in total, with the ωB97M-V functional and the def2-TZVPD basis.

Properties
**SMILES**: c1cocn1.I

ORCA input file:
```
! wB97M-V def2-TZVPD RIJCOSX def2/J DEFGRID3
* xyz 0 1
C -1.037 -0.794 0.350
C -1.912 0.226 0.282
O -1.225 1.329 0.097
C 0.012 0.953 -0.056
N 0.208 -0.276 0.088
H -0.992 -1.863 0.505
H -2.935 0.110 0.337
H 0.859 1.552 -0.292
I 4.095 -0.137 -0.489
H 2.929 -1.099 -0.823
*
```

natural (NBO) population analysis, charges in e, atoms 1 to 8: -0.13 0.04 -0.38 0.31 -0.47 0.23 0.21 0.20

The most stable of them is model two.

Model one:
Computed, not measured: a cluster of 2 separate species, C4H9O2 in total, with the ωB97M-V functional and the def2-TZVPD basis.

ORCA input file:
```
! wB97M-V def2-TZVPD RIJCOSX def2/J DEFGRID3
* xyz -1 1
C 1.360 2.344 0.863
C 0.642 1.083 0.052
H 1.313 3.395 0.301
H 0.850 2.531 1.775
H 2.235 2.093 1.398
H -0.330 0.761 0.346
H 0.450 1.045 -1.047
H 1.318 0.317 -0.010
C -1.524 -1.612 -0.910
C -0.681 -2.406 0.141
O -1.193 -2.968 1.026
O 0.527 -2.336 -0.075
H -0.894 -1.558 -1.844
H -1.659 -0.623 -0.706
H -2.415 -2.066 -1.307
*
```

natural (NBO) population analysis, charges in e, atoms 1 to 8: -0.63 -0.64 0.19 0.20 0.21 0.22 0.21 0.24

Model two:
Computed, not measured: a cluster of 2 separate species, C4H9O2 in total, with the ωB97M-V functional and the def2-TZVPD basis.

ORCA input file:
```
! wB97M-V def2-TZVPD RIJCOSX def2/J DEFGRID3
* xyz -1 1
C 1.008 -1.321 0.936
C 1.850 -1.700 -0.258
H -0.042 -1.512 0.708
H 1.128 -1.986 1.801
H 1.266 -0.333 1.310
H 1.568 -1.071 -1.109
H 2.907 -1.549 -0.019
H 1.687 -2.716 -0.616
C -1.651 2.425 -0.433
C -1.609 0.885 -0.223
O -1.719 0.342 0.886
O -1.432 0.288 -1.340
H -2.242 2.552 -1.340
H -0.667 2.769 -0.753
H -2.052 2.928 0.450
*
```

natural (NBO) population analysis, charges in e, atoms 1 to 8: -0.60 -0.61 0.26 0.17 0.20 0.22 0.17 0.19

Model three:
Computed, not measured: the ion C4H9O2 with charge -1, with the ωB97M-V functional and the def2-TZVPD basis.

Properties
**SMILES**: [O-]CCCCO

ORCA input file:
```
! wB97M-V def2-TZVPD RIJCOSX def2/J DEFGRID3
* xyz -1 1
O 1.236 -1.019 -0.065
C 0.196 -1.456 0.637
C -1.256 -0.717 0.335
C -1.148 0.529 -0.575
C -0.096 1.415 0.039
O 1.151 1.315 -0.600
H 0.013 -2.569 0.553
H 0.253 -1.219 1.717
H -2.035 -1.329 -0.123
H -1.525 -0.383 1.333
H -0.915 0.205 -1.588
H -2.118 1.005 -0.751
H -0.348 2.495 0.086
H 0.122 1.083 1.050
H 1.431 0.357 -0.418
*
```

natural (NBO) population analysis, charges in e, atoms 1 to 8: -0.92 0.01 -0.44 -0.44 -0.06 -0.81 0.09 0.07

The most stable of them is model two.

Model one:
Computed, not measured: an isolated molecule of C4H6NP, with the ωB97M-V functional and the def2-TZVPD basis.

ORCA input file:
```
! wB97M-V def2-TZVPD RIJCOSX def2/J DEFGRID3
* xyz 0 1
C -0.152 -0.085 1.642
C 0.737 -1.659 0.562
C -0.845 0.932 -0.374
C 0.345 0.375 -1.129
N -0.609 0.906 1.049
P 0.379 -1.536 -1.082
H 0.154 -0.207 2.631
H 1.186 -2.583 1.099
H -0.826 1.977 -0.690
H -1.728 0.459 -0.730
H 0.027 0.669 -2.156
H 1.332 0.753 -0.823
*
```

natural (NBO) population analysis, charges in e, atoms 1 to 8: 0.24 -0.78 -0.25 -0.70 -0.41 0.62 0.18 0.22

Model two:
Computed, not measured: an isolated molecule of C4H6NP, with the ωB97M-V functional and the def2-TZVPD basis.

ORCA input file:
```
! wB97M-V def2-TZVPD RIJCOSX def2/J DEFGRID3
* xyz 0 1
C -1.881 0.813 0.686
C -3.141 0.827 0.444
C -0.879 1.100 -0.502
C 2.577 -0.573 -0.043
N 0.385 0.971 -0.423
P 1.813 1.093 0.302
H -1.343 0.843 1.679
H -3.656 1.071 -0.492
H -1.150 1.002 -1.519
H 2.064 -1.485 -0.402
H 3.065 -0.609 0.864
H 3.270 -0.398 -0.840
*
```

natural (NBO) population analysis, charges in e, atoms 1 to 8: -0.41 -0.02 0.15 -0.95 -0.74 0.69 0.24 0.18

The most stable of them is model one.

Model one:
Computed, not measured: an isolated molecule of C2H3N3O, with the ωB97M-V functional and the def2-TZVPD basis.

ORCA input file:
```
! wB97M-V def2-TZVPD RIJCOSX def2/J DEFGRID3
* xyz 0 1
N -1.539 -0.057 -0.045
C -0.323 -0.651 0.063
C 0.788 0.268 -0.336
N 1.753 0.711 0.400
N 2.553 1.179 1.062
O -0.166 -1.851 0.159
H -2.334 -0.667 0.040
H -1.643 0.939 0.072
H 0.919 0.061 -1.386
*
```

natural (NBO) population analysis, charges in e, atoms 1 to 8: -0.81 0.64 -0.40 0.08 0.00 -0.58 0.40 0.40

Model two:
Computed, not measured: an isolated molecule of C2H3N3O, with the ωB97M-V functional and the def2-TZVPD basis.

ORCA input file:
```
! wB97M-V def2-TZVPD RIJCOSX def2/J DEFGRID3
* xyz 0 1
N -1.564 -0.198 -0.265
C -0.302 -0.607 0.095
C 0.759 0.299 -0.404
N 1.797 0.487 0.356
N 2.669 0.688 1.050
O -0.084 -1.614 0.742
H -2.314 -0.711 0.178
H -1.718 0.794 -0.374
H 0.769 0.780 -1.372
*
```

natural (NBO) population analysis, charges in e, atoms 1 to 8: -0.82 0.64 -0.40 0.10 0.04 -0.59 0.40 0.39

Model three:
Computed, not measured: a structure of composition C2H3N3O, with the ωB97M-V functional and the def2-TZVPD basis.

ORCA input file:
```
! wB97M-V def2-TZVPD RIJCOSX def2/J DEFGRID3
* xyz 0 1
N 1.698 -0.355 0.162
C 0.351 -0.631 0.079
C -0.747 1.075 0.317
O -1.851 0.494 0.093
N -2.040 -0.763 -0.164
N -0.543 -1.464 -0.141
H 2.399 -1.034 0.451
H 1.801 0.541 0.611
H -1.020 2.165 0.469
*
```

natural (NBO) population analysis, charges in e, atoms 1 to 8: -0.84 0.45 -0.03 -0.20 -0.02 -0.37 0.41 0.40

Model four:
Computed, not measured: a structure of composition C2H3N3O, with the ωB97M-V functional and the def2-TZVPD basis.

ORCA input file:
```
! wB97M-V def2-TZVPD RIJCOSX def2/J DEFGRID3
* xyz 0 1
C -1.589 0.194 0.170
C -0.068 0.214 -1.352
N -2.177 0.407 -0.914
N -1.200 0.327 -1.903
N -0.264 0.053 -0.060
O 0.735 -0.115 1.351
H -2.173 0.145 1.095
H 0.926 0.208 -1.686
H 1.093 -0.939 1.057
*
```

natural (NBO) population analysis, charges in e, atoms 1 to 8: 0.13 0.13 -0.27 -0.27 -0.11 -0.50 0.23 0.21

The most stable of them is model two.

Model one:
Computed, not measured: a cluster of 2 separate species, C2H3N3O in total, with the ωB97M-V functional and the def2-TZVPD basis.

Properties
**SMILES**: NC#[N+][O-].C#N

ORCA input file:
```
! wB97M-V def2-TZVPD RIJCOSX def2/J DEFGRID3
* xyz 0 1
N -1.169 0.304 -1.321
C -1.000 0.223 -0.031
N -0.917 -0.030 1.098
O -0.560 -0.245 2.245
H -0.384 -0.092 -1.826
H -1.363 1.189 -1.755
C 1.789 -0.452 0.556
N 1.871 -0.365 -0.575
H 1.732 -0.531 1.611
*
```

natural (NBO) population analysis, charges in e, atoms 1 to 8: -0.82 0.38 0.13 -0.50 0.42 0.40 0.11 -0.37

Model two:
Computed, not measured: an isolated molecule of C2H3N3O, with the ωB97M-V functional and the def2-TZVPD basis.

Properties
**SMILES**: Oc1nc[nH]n1

ORCA input file:
```
! wB97M-V def2-TZVPD RIJCOSX def2/J DEFGRID3
* xyz 0 1
O 2.140 -0.392 -0.278
C 0.849 -0.076 -0.131
N 0.036 -1.133 -0.311
C -1.135 -0.629 -0.044
N -1.040 0.671 0.260
N 0.274 1.070 0.203
H 2.712 0.362 -0.148
H -2.032 -1.218 -0.067
H -1.795 1.294 0.505
*
```

natural (NBO) population analysis, charges in e, atoms 1 to 8: -0.64 0.56 -0.50 0.19 -0.36 -0.36 0.49 0.21

The most stable of them is model two.